The following is a quantum chemistry calculation of a cluster of 2 separate species, C6H9N2P2 in total, from the OMol25 dataset.

XYZ file:
```
19
Properties=species:S:1:pos:R:3:lowdin_charge:R:1
C -2.607 2.142 -1.606 -0.51
C -3.387 1.706 -0.489 -0.44
C -1.193 0.441 -0.543 -0.75
C -0.178 -0.275 -0.084 -0.19
C 2.184 -0.544 -0.726 -0.03
C 0.864 -0.869 1.985 0.08
N 0.048 -1.126 0.964 -0.03
N 2.775 -1.280 0.216 0.07
P -1.115 1.471 -2.075 0.95
P -2.638 0.558 0.584 0.96
H -3.120 2.905 -2.205 0.05
H -4.288 2.182 -0.229 0.03
H 1.931 -0.958 -1.630 0.06
H 2.304 0.612 -0.720 0.14
H 1.107 0.151 2.291 0.12
H 1.188 -1.634 2.638 0.08
H -0.159 -2.071 0.929 0.14
H 2.709 -2.276 -0.080 0.15
H 3.575 -1.133 0.782 0.12
```

The net charge is +1. The largest force on an atom is 5.00 eV Å⁻¹. As for the gap between HOMO and LUMO (alpha / beta): 6.68 / 6.68 eV. For the HOMO energy (alpha / beta), the calculation gives -11.32 / -11.32 eV. The energy comes out at -1025.80283 hartree.


The following is a quantum chemistry calculation of an isolated molecule of C6H9N3, from the OMol25 dataset.

XYZ file:
```
18
Properties=species:S:1:pos:R:3:lowdin_charge:R:1
C -2.281 -0.697 -1.070 0.02
C -2.161 -0.001 0.166 -0.13
C -0.948 0.925 0.482 -0.17
N 0.362 0.304 0.061 -0.14
C 1.259 1.198 -0.380 -0.24
N 2.514 0.964 -0.577 0.01
N 2.773 -0.396 -0.736 0.03
C 2.133 -1.140 0.111 -0.16
C 1.064 -0.654 0.969 -0.15
H -1.493 -0.844 -1.947 0.11
H -3.158 -1.054 -1.394 -0.02
H -3.077 0.123 0.823 0.10
H -0.580 1.520 1.576 0.19
H -1.003 1.832 -0.372 0.15
H 0.609 2.030 -0.585 0.10
H 2.066 -2.256 -0.013 0.12
H 1.504 -0.389 1.873 0.11
H 0.419 -1.464 1.014 0.09
```

The largest force on an atom is 6.20 eV Å⁻¹. As for the gap between HOMO and LUMO: 9.13 eV. For the HOMO energy, the calculation gives -8.62 eV. As for the SMILES: C=CCN1C=NN=CC1. The energy comes out at -398.08526 hartree.